Density functional theory data (wB97M-V/def2-TZVPD) for a cluster of 15 separate species, C54H131N7O11 in total at a distorted geometry.

Structure (XYZ):
```
203
Properties=species:S:1:pos:R:3
C -2.22 12.84 -5.27
C -1.63 11.66 -4.37
C -2.42 10.34 -4.47
C -1.76 9.22 -3.59
C -2.41 7.82 -3.74
C -1.64 6.64 -3.12
H -2.50 12.58 -6.29
H -1.42 13.59 -5.25
H -3.09 13.22 -4.75
H -0.57 11.52 -4.57
H -1.58 12.08 -3.36
H -2.49 10.05 -5.51
H -3.45 10.47 -4.11
H -0.70 9.12 -3.78
H -1.98 9.49 -2.55
H -3.37 7.83 -3.21
H -2.47 7.69 -4.82
H -0.75 6.23 -3.60
H -1.40 6.96 -2.10
H -2.38 5.85 -3.05
C -9.97 9.21 -4.60
C -8.78 8.72 -5.45
C -7.90 7.67 -4.72
C -8.33 6.24 -4.91
C -7.76 5.23 -3.89
C -6.59 4.38 -4.43
H -9.65 9.53 -3.61
H -10.58 8.33 -4.36
H -10.53 9.98 -5.12
H -9.12 8.30 -6.40
H -8.16 9.58 -5.68
H -7.83 7.89 -3.66
H -6.90 7.79 -5.12
H -9.42 6.20 -4.91
H -8.10 5.94 -5.93
H -7.46 5.81 -3.02
H -8.60 4.56 -3.71
H -6.14 3.70 -3.71
H -6.89 3.83 -5.32
H -5.81 5.01 -4.86
C -4.04 -8.24 -0.18
C -4.90 -7.28 -1.11
C -5.88 -6.36 -0.37
C -6.37 -5.23 -1.27
C -7.06 -4.04 -0.52
C -7.58 -2.97 -1.52
H -3.31 -7.66 0.39
H -3.42 -8.89 -0.80
H -4.65 -8.92 0.41
H -4.21 -6.66 -1.69
H -5.49 -7.88 -1.80
H -5.37 -5.86 0.46
H -6.75 -6.80 0.12
H -5.44 -4.85 -1.70
H -7.02 -5.69 -2.01
H -7.91 -4.40 0.05
H -6.32 -3.61 0.15
H -6.76 -2.74 -2.20
H -8.50 -3.30 -2.00
H -7.72 -2.06 -0.94
C 5.25 -1.92 -3.16
C 3.84 -1.65 -3.75
C 3.62 -0.21 -4.18
C 2.18 0.10 -4.74
C 1.77 -0.59 -6.11
C 0.40 -0.04 -6.58
H 5.62 -1.12 -2.52
H 6.05 -2.07 -3.88
H 5.12 -2.83 -2.57
H 3.62 -2.30 -4.59
H 3.11 -1.83 -2.96
H 4.37 0.10 -4.91
H 3.72 0.41 -3.29
H 1.49 -0.08 -3.91
H 2.11 1.19 -4.83
H 2.51 -0.33 -6.86
H 1.90 -1.67 -6.04
H -0.47 -0.22 -5.94
H 0.40 1.05 -6.66
H 0.07 -0.47 -7.52
C 3.17 -10.47 -5.26
C 3.11 -10.03 -3.72
C 1.88 -9.10 -3.37
C 2.05 -7.70 -3.99
C 0.88 -6.72 -3.77
C 0.90 -6.13 -2.32
H 3.18 -9.57 -5.88
H 2.26 -10.98 -5.56
H 4.03 -11.06 -5.56
H 3.07 -10.85 -3.01
H 4.00 -9.41 -3.63
H 1.76 -9.10 -2.29
H 0.89 -9.44 -3.68
H 2.90 -7.14 -3.60
H 2.34 -7.78 -5.04
H 0.94 -5.92 -4.50
H -0.08 -7.21 -3.96
H -0.01 -5.54 -2.16
H 0.96 -6.93 -1.59
H 1.69 -5.39 -2.18
C 2.77 -0.39 1.56
C 1.48 0.45 2.01
C 0.67 1.00 0.91
C -0.13 -0.06 0.21
C -1.23 0.47 -0.72
C -2.16 -0.60 -1.31
H 3.52 -0.37 2.35
H 3.19 0.05 0.66
H 2.52 -1.40 1.25
H 0.92 -0.27 2.60
H 1.80 1.31 2.60
H 1.40 1.28 0.16
H 0.17 1.92 1.22
H 0.54 -0.74 -0.32
H -0.75 -0.65 0.88
H -1.88 1.18 -0.21
H -0.90 1.15 -1.50
H -3.15 -0.23 -1.58
H -1.61 -1.05 -2.14
H -2.36 -1.34 -0.54
C 5.08 -7.90 0.31
C 4.22 -7.54 1.50
O 2.93 -8.03 1.41
O 5.29 -9.28 0.14
H 6.07 -7.52 0.57
H 4.70 -7.34 -0.55
H 4.16 -6.47 1.74
H 4.62 -8.09 2.35
H 2.98 -8.95 1.68
H 4.49 -9.77 0.35
C -0.62 -6.45 4.62
C 0.69 -6.04 5.41
O 0.66 -4.65 5.85
O -0.53 -5.81 3.30
H -1.54 -6.04 5.04
H -0.65 -7.54 4.58
H 1.59 -6.15 4.80
H 0.84 -6.60 6.33
H -0.03 -4.16 5.39
H 0.12 -6.31 2.80
O 4.56 4.42 5.81
C 4.54 5.43 6.51
N 3.70 5.67 7.50
C 5.56 6.54 6.33
H 2.89 5.07 7.63
H 3.60 6.63 7.79
H 5.58 6.92 5.31
H 6.52 6.09 6.61
H 5.55 7.27 7.14
O 9.82 -4.53 2.77
C 9.07 -3.58 2.57
N 8.55 -2.81 3.56
C 8.50 -3.23 1.23
H 7.81 -2.13 3.44
H 9.00 -3.02 4.44
H 8.52 -4.03 0.49
H 8.88 -2.28 0.87
H 7.47 -3.16 1.59
O -2.31 -1.85 4.69
C -3.40 -1.90 4.17
N -3.76 -2.96 3.48
C -4.37 -0.84 4.38
H -4.72 -3.24 3.33
H -3.01 -3.56 3.18
H -4.28 -0.14 3.56
H -4.31 -0.30 5.33
H -5.36 -1.31 4.35
O 6.04 -1.31 7.63
C 4.90 -1.59 7.39
N 4.50 -2.85 7.35
C 3.87 -0.50 7.38
H 5.22 -3.56 7.32
H 3.56 -2.96 7.00
H 3.71 -0.22 6.34
H 4.06 0.34 8.05
H 2.93 -0.95 7.69
O -1.18 7.90 5.46
C -0.21 7.64 4.73
N 0.69 8.52 4.34
C -0.03 6.24 4.12
H 0.80 9.45 4.72
H 1.44 8.19 3.75
H -0.19 5.53 4.94
H 0.93 6.05 3.63
H -0.72 6.03 3.30
O 7.45 1.70 1.30
C 7.12 2.56 0.45
N 6.11 3.32 0.72
C 7.87 2.73 -0.84
H 5.65 3.11 1.59
H 5.88 3.95 -0.04
H 8.89 2.96 -0.53
H 7.49 3.60 -1.39
H 7.97 1.91 -1.54
O -0.72 3.08 8.32
C -1.08 1.95 7.99
N -0.93 1.53 6.77
C -1.81 1.12 9.03
H -0.65 2.25 6.11
H -1.14 0.56 6.56
H -2.53 0.37 8.70
H -2.38 1.76 9.71
H -1.13 0.62 9.71
```

Results
2S+1	1
Kohn-Sham gap	9.25	eV
E_LUMO	0.03	eV

Results of the Löwdin charge analysis, in e, for atoms 1 through 6: -0.10, -0.26, -0.22, -0.22, -0.27, -0.12